No. 1
One molecule with the formula C14H19Cl3N2O2, computed with ωB97M-V with the def2-TZVPD basis set.

Structure (ORCA input):
```
! wB97M-V def2-TZVPD RIJCOSX def2/J DEFGRID3
* xyz 0 1
C -1.267 1.598 -5.623
C -2.412 2.053 -4.725
C -2.029 2.124 -3.247
C -1.752 0.756 -2.626
C -1.467 0.868 -1.129
C -1.322 -0.485 -0.430
C -0.150 -1.340 -0.918
C 1.210 -0.720 -0.602
H 1.327 0.253 -1.079
H 2.011 -1.393 -0.927
O 1.345 -0.470 0.797
C 1.715 -1.484 1.559
O 2.043 -2.574 1.162
C 1.671 -1.098 3.009
N 0.745 -0.199 3.335
C 0.621 0.166 4.589
C 1.415 -0.334 5.614
C 2.407 -1.280 5.311
N 3.214 -1.793 6.252
H 3.095 -1.516 7.210
H 3.896 -2.481 5.984
C 2.514 -1.662 3.954
Cl 3.722 -2.812 3.526
Cl 1.208 0.182 7.248
Cl -0.600 1.318 4.926
H -0.200 -2.315 -0.429
H -0.212 -1.503 -1.994
H -2.243 -1.056 -0.572
H -1.198 -0.310 0.641
H -0.568 1.465 -0.972
H -2.294 1.402 -0.655
H -0.899 0.300 -3.128
H -2.620 0.110 -2.780
H -1.145 2.757 -3.134
H -2.845 2.600 -2.698
H -3.259 1.373 -4.845
H -2.737 3.045 -5.048
H -0.979 0.573 -5.403
H -0.398 2.237 -5.485
H -1.565 1.646 -6.668
*
```

Computed properties:
energy relative to the best compared isomer or geometry (same formula, charge and spin)	2.9	kcal/mol
structure (SMILES)	CCCCCCCCOC(=O)c1nc(Cl)c(Cl)c(N)c1Cl
E_tot	-2185.48094	Ha
HOMO-LUMO gap	9.41	eV

No. 2
C14H19ClCoO as an isolated structure, computed with ωB97M-V with the def2-TZVPD basis set.

Structure (ORCA input):
```
! wB97M-V def2-TZVPD RIJCOSX def2/J DEFGRID3
* xyz -1 5
C -0.885 0.042 -1.443
C -0.036 -0.792 -2.268
C 1.297 -0.204 -2.318
H -0.370 -1.660 -2.841
C 1.291 0.874 -1.345
C -0.088 1.065 -0.807
H -0.468 1.903 -0.173
H -1.964 -0.069 -1.194
H 2.138 -0.416 -3.025
H 2.149 1.505 -1.089
Co 1.026 -1.162 -0.541
Cl -0.161 -1.527 1.943
C 1.830 -2.535 0.442
C 2.892 -1.699 -0.072
C 2.886 -1.816 -1.474
H 3.640 -1.197 0.551
C 1.765 -2.603 -1.867
C 1.063 -3.008 -0.707
H 0.206 -3.685 -0.654
H 1.803 -2.973 1.449
H 3.704 -1.502 -2.129
H 1.556 -2.951 -2.881
C -1.115 3.100 1.891
C -1.816 1.782 1.714
C -2.316 1.098 2.944
C -2.913 2.095 0.719
O -0.928 0.863 1.301
H -1.786 3.864 2.285
H -0.710 3.350 0.908
H -0.271 3.017 2.572
H -3.014 1.746 3.464
H -2.816 0.187 2.595
H -1.421 0.902 3.547
H -2.500 2.468 -0.213
H -3.502 1.219 0.459
H -3.565 2.811 1.214
*
```

Computed properties:
expectation value of S²	6.045
E_tot	-2462.83099	Ha
HOMO-LUMO gap (spin up / spin down)	5.85 / 6.90	eV

Number 1: largest force on an atom 0.0146 hartree/bohr. Number 2: largest force on an atom 0.1294 hartree/bohr.